No. 1
Molecular formula: C3H5NO2S
Method: DFT, ωB97M-V/def2-TZVPD

The geometry in XYZ format:
```
12
Properties=species:S:1:pos:R:3
C -2.43139 0.98453 -0.17529
C -1.69053 -0.33571 0.05098
C 1.60655 0.85666 -0.04406
H -2.33512 1.62335 0.70954
H -2.08324 1.49163 -1.01514
H -3.45922 0.73174 -0.32996
H 0.15633 -1.06159 0.26656
H 1.96760 1.88779 -0.17054
N -0.40409 -0.27701 0.57842
O -2.22265 -1.40279 -0.18005
O 0.25274 0.89315 0.10606
S 2.46461 -0.48060 -0.11920
```

## Properties
HOMO energy = -9.78 eV
Net charge = 0
Strongest force on any atom = 2.3 eV Å⁻¹
SMILES string = CC(=O)NOC=S
LUMO energy = -0.10 eV
Energy above the lowest of the compared OMol25 structures with the same formula, charge and spin = 49.7 kcal per mole

=====

No. 2
Molecular formula: C5H8N
Method: DFT, ωB97M-V/def2-TZVPD

The geometry in XYZ format:
```
14
Properties=species:S:1:pos:R:3
C 1.57150 0.05545 -0.02395
C 1.41398 1.34427 -0.40556
C 2.16190 -1.12889 -0.10271
C 0.32250 0.85239 0.53414
C -1.67676 -0.32438 -0.22262
N -1.06230 1.00084 -0.09290
H 1.81576 -2.10305 -0.02707
H 3.20568 -1.21817 0.16210
H 0.41747 0.56250 1.54556
H -1.93645 -0.69527 0.81235
H -2.68295 -0.28232 -0.84570
H -0.97233 -1.16160 -0.71889
H -1.70294 1.69662 0.43967
H -0.87506 1.40162 -1.05442
```

## Properties
HOMO energy = -13.74 eV
Net charge = +1
Strongest force on any atom = 3.8 eV Å⁻¹
LUMO energy = -5.44 eV
Energy above the lowest of the compared OMol25 structures with the same formula, charge and spin = 151.7 kcal per mole

=====

No. 3
Molecular formula: C2H7N4O2S
Method: DFT, ωB97M-V/def2-TZVPD

The geometry in XYZ format:
```
16
Properties=species:S:1:pos:R:3
N 0.62182 -1.39412 -0.05210
C 0.69126 -0.16559 0.42733
N -0.40074 0.30695 1.13048
C -1.52864 0.88850 0.31470
O -1.66130 0.23997 -0.90275
N -2.49105 -0.99072 -0.71400
O -2.50461 -1.59766 -1.67976
N 1.75880 0.60009 0.22613
S 3.23241 0.05709 -0.47230
H -0.02978 -2.00237 0.42551
H 1.46810 -1.85067 -0.37048
H -0.09369 1.01012 1.79676
H -2.43100 0.81076 0.91820
H -1.31707 1.93344 0.09245
H 1.70584 1.56044 0.53619
H 2.97965 0.59376 -1.67636
```

## Properties
HOMO energy = -14.28 eV
Net charge = +1
Strongest force on any atom = 0.8 eV Å⁻¹
SMILES string = N/C(NCON=O)=[NH+]\S
LUMO energy = -3.75 eV
Energy above the lowest of the compared OMol25 structures with the same formula, charge and spin = 51.5 kcal per mole

=====

No. 4
Molecular formula: C3H6
Method: DFT, ωB97M-V/def2-TZVPD

The geometry in XYZ format:
```
9
Properties=species:S:1:pos:R:3
C -1.03452 0.23715 0.47520
C 0.20642 -0.52870 -0.00309
C 1.22359 0.03437 -0.69943
H -0.79180 1.05434 1.19182
H -1.56468 0.69299 -0.37997
H -1.74920 -0.52402 0.93075
H 0.28753 -1.53434 0.36714
H 1.24740 1.05283 -1.06463
H 2.17525 -0.48462 -0.81779
```

## Properties
HOMO energy = -9.53 eV
Net charge = 0
Strongest force on any atom = 2.2 eV Å⁻¹
SMILES string = C=CC
LUMO energy = 1.31 eV
Energy above the lowest of the compared OMol25 structures with the same formula, charge and spin = 3.9 kcal per mole